No. 1
The following is a quantum chemistry calculation of a gas-phase ion, C6H8BrN4 (charge +1), from OMol25.

Structure (ORCA input):
```
! wB97M-V def2-TZVPD RIJCOSX def2/J DEFGRID3
* xyz 1 1
N -2.873 -1.247 -0.124
N -1.502 -0.986 0.213
C -1.112 0.247 0.220
C -0.782 1.450 0.544
C 0.441 2.110 0.098
C 1.641 1.557 -0.249
C 2.010 0.102 -0.483
Br 4.012 -0.296 -0.151
N 1.178 -0.656 0.419
N 0.692 -1.859 0.093
C -0.570 -2.062 0.107
H -3.040 -2.043 -0.611
H -3.275 -0.513 -0.764
H -1.630 2.216 0.915
H 0.566 3.119 0.404
H 2.315 2.336 -0.270
H 1.940 -0.257 -1.621
H 0.957 -0.192 1.262
H -0.968 -3.026 -0.003
*
```

Structure (SMILES): N[N+]1=C=C/C=C\[C@@H](Br)N/N=C\1
E_tot in eV: -82340.9751
Kohn-Sham gap (alpha / beta) in eV: 7.74 / 7.74

Results of the Löwdin charge analysis, in e, for atoms 1 through 4: 0.149 -0.065 0.039 -0.043

No. 2
The following is a quantum chemistry calculation of 2 unconnected molecules or ions with the total composition C4H11NO2, from OMol25.

Structure (ORCA input):
```
! wB97M-V def2-TZVPD RIJCOSX def2/J DEFGRID3
* xyz 0 1
C 0.914 0.637 -2.915
C 1.652 -0.376 -2.085
O 2.799 -0.246 -1.745
O 0.858 -1.361 -1.641
H 1.458 1.578 -2.882
H -0.075 0.857 -2.497
H 0.699 0.258 -3.912
H 1.228 -1.902 -0.933
C -1.667 -0.076 2.696
C -0.413 0.296 1.930
N -0.694 0.252 0.500
H -2.505 0.596 2.559
H -1.465 -0.206 3.770
H -1.948 -1.120 2.480
H -0.127 1.314 2.189
H 0.360 -0.405 2.271
H 0.109 0.502 -0.048
H -1.180 -0.598 0.264
*
```

Structure (SMILES): CC(=O)O.CCN
E_tot in eV: -9911.5287
Kohn-Sham gap in eV: 9.76

Results of the Löwdin charge analysis, in e, for atoms 1 through 4: 0.008 -0.594 0.096 0.079

No. 3
The following is a quantum chemistry calculation of a gas-phase ion, C8H19N2O2 (charge +1), from OMol25.

Structure (ORCA input):
```
! wB97M-V def2-TZVPD RIJCOSX def2/J DEFGRID3
* xyz 1 1
C -1.434 0.003 -2.778
N -0.457 -0.356 -1.766
C -0.723 -0.168 -0.488
O 0.009 -0.380 0.568
C -0.487 -0.376 1.993
C -1.429 0.791 2.164
C -1.055 -1.755 2.131
C 0.810 -0.182 2.799
O 1.700 -1.296 2.639
C 0.940 -0.508 -2.038
C 1.699 0.917 -1.876
N 1.120 1.892 -2.744
H -1.015 -0.417 -3.743
H -2.423 -0.112 -2.479
H -1.166 1.061 -2.733
H -1.675 0.207 -0.105
H -2.522 0.610 2.173
H -1.181 1.429 1.392
H -1.189 1.200 3.135
H -1.614 -1.834 3.044
H -1.574 -1.847 1.227
H -0.197 -2.391 2.194
H 1.437 0.663 2.444
H 0.573 -0.168 3.889
H 2.308 -1.123 2.008
H 1.467 -1.243 -1.274
H 1.114 -0.987 -2.990
H 1.746 1.051 -0.749
H 2.650 0.626 -2.180
H 0.975 2.742 -2.220
H 1.595 1.950 -3.638
*
```

Structure (SMILES): C/[N+](=C/OC(C)(C)CO)CCN
E_tot in eV: -15670.6109
Kohn-Sham gap in eV: 9.50

Results of the Löwdin charge analysis, in e, for atoms 1 through 4: 0.029 -0.102 -0.096 -0.002

Maximum force readings, ordered: 4.0, 1.5, 4.9 eV/A
Relative energy (zero: lowest compared OMol25 entry of this formula, charge and spin) readings, ordered: 113.0, 16.4, 36.9 kcal/mol